This record from OMol25 describes a structure of composition C13H34N2O5Tl in a non-equilibrium geometry. The level of theory is wB97M-V/def2-TZVPD.

Summary:
Energy relative to the best compared isomer or geometry (same formula, charge and spin)   145.9 kJ/mol
Lowest unoccupied orbital energy   -14.69 eV
Total charge   +3

```
55
Properties=species:S:1:pos:R:3:forces:R:3:lowdin_charge:R:1
Tl -0.174 -0.041 0.168 -0.03 0.05 -0.01 0.96
C 5.863 -0.458 0.405 0.48 -0.07 1.35 -0.02
O 4.875 -0.355 1.485 0.96 -0.57 0.02 -0.13
C 5.160 -1.204 2.661 -0.52 -0.51 -1.60 -0.15
C 4.640 -0.481 3.883 -0.31 0.34 -1.60 -0.14
N 3.149 -0.510 4.005 2.74 0.34 0.48 0.08
C 2.686 0.467 4.964 -1.06 0.57 -1.18 -0.15
C 3.072 1.896 4.613 0.78 0.56 0.62 -0.20
O 2.711 2.305 3.297 -0.35 -0.34 0.12 -0.14
C 2.571 3.725 3.184 -0.44 0.46 -0.09 -0.06
H 6.828 -0.280 0.879 0.28 0.35 -0.03 0.10
H 5.733 0.261 -0.404 -0.60 0.04 0.46 0.10
H 6.004 -1.460 0.000 -0.67 -0.33 0.03 0.10
H 6.216 -1.447 2.783 0.16 0.32 -0.23 0.14
H 4.656 -2.136 2.406 -0.12 -0.27 0.44 0.14
H 5.123 0.471 3.664 -0.98 0.76 0.54 0.13
H 5.102 -0.802 4.816 0.07 -0.61 0.08 0.16
H 2.970 -1.408 4.431 -0.66 -0.74 -0.60 0.14
H 3.150 0.093 5.876 -0.11 0.80 0.81 0.16
H 1.601 0.396 5.045 -0.02 -0.21 0.13 0.14
H 4.141 2.018 4.788 0.32 0.04 -0.43 0.13
H 2.668 2.566 5.372 -0.49 0.06 -0.02 0.14
H 3.515 4.260 3.288 0.04 -0.13 0.68 0.11
H 1.765 4.047 3.844 0.43 0.21 0.71 0.10
H 2.185 4.106 2.238 0.12 -1.09 -0.60 0.09
C -3.370 3.465 -2.848 0.64 0.38 -0.78 -0.08
O -3.497 2.057 -2.784 -1.40 -0.73 0.34 -0.17
C -4.802 1.625 -3.271 0.56 0.04 0.08 -0.17
C -5.035 0.115 -3.074 0.73 0.52 1.66 -0.14
N -3.850 -0.773 -3.182 -2.01 0.30 -2.72 0.04
C -3.538 -1.020 -4.597 1.71 0.04 1.41 -0.12
C -2.564 0.054 -5.207 1.06 0.02 0.08 -0.11
O -1.263 0.014 -4.570 -1.57 -0.18 -0.54 -0.11
C -0.241 -0.646 -5.290 0.30 0.16 -0.75 -0.06
H -3.115 3.717 -3.877 -0.03 0.23 -0.28 0.10
H -2.527 3.809 -2.248 -0.16 -0.32 0.22 0.09
H -4.259 4.049 -2.610 -0.25 -0.34 0.30 0.11
H -4.922 1.978 -4.295 0.02 -0.17 -0.19 0.13
H -5.592 2.081 -2.675 0.03 0.43 -0.07 0.13
H -5.863 -0.269 -3.668 0.00 0.23 -0.47 0.14
H -5.397 0.034 -2.049 0.18 -0.23 0.12 0.13
H -4.177 -1.673 -2.859 0.48 -0.38 0.90 0.13
H -4.413 -1.061 -5.246 -0.22 0.28 -0.08 0.15
H -3.029 -1.983 -4.616 0.02 0.00 -0.33 0.13
H -2.990 1.052 -5.099 0.13 0.03 0.64 0.12
H -2.524 -0.097 -6.286 0.42 -0.37 -0.01 0.14
H 0.687 -0.712 -4.723 -0.40 0.03 0.38 0.10
H 0.006 -0.091 -6.195 -0.07 0.26 -0.20 0.11
H -0.535 -1.632 -5.650 -0.21 -0.26 0.22 0.11
C -2.997 -5.247 3.291 0.45 -2.02 0.65 -0.17
O -3.353 -4.025 2.805 -0.20 1.79 -0.53 -0.06
H -3.269 -6.015 2.567 -0.05 -0.47 -0.14 0.10
H -1.929 -5.357 3.474 -0.01 0.42 -0.07 0.09
H -3.540 -5.478 4.208 0.04 -0.14 0.22 0.10
H -4.309 -4.001 2.883 -0.23 0.41 -0.15 0.10
```
Positions in Å, forces in eV/Å.


This record from OMol25 describes a cluster of 3 separate species, C13H34NO12P5S in total in a non-equilibrium geometry. The level of theory is wB97M-V/def2-TZVPD.

Summary:
SMILES   O=[PH2]P(N=C=S)P(=O)(O)O.CCOP(=O)(OCC)OCC.CCOP(=O)(OCC)OCC
Lowest unoccupied orbital energy   -0.82 eV

```
66
Properties=species:S:1:pos:R:3:forces:R:3:lowdin_charge:R:1
O 4.980 -6.186 0.301 0.03 -0.54 0.12 -0.50
P 4.913 -5.314 1.497 -0.35 -0.27 -1.52 0.48
P 3.020 -4.223 1.662 0.03 0.63 1.67 0.70
N 3.176 -2.933 0.506 0.81 -0.70 0.14 -0.21
C 3.247 -1.836 1.025 -1.36 0.01 -0.04 -0.94
S 2.945 -0.487 1.733 0.59 0.42 -0.05 0.78
P 1.461 -5.523 0.849 -0.70 -0.27 -2.76 0.22
O 1.106 -4.966 -0.458 0.13 0.51 0.03 -0.31
O 0.196 -5.516 1.825 1.10 -0.10 0.70 -0.15
O 1.897 -7.042 0.724 0.14 0.11 1.23 -0.13
H 5.864 -4.272 1.436 -0.12 0.03 0.60 -0.01
H 5.029 -6.018 2.714 0.06 0.43 0.20 -0.01
H 0.127 -4.621 2.189 -0.45 -0.10 0.08 0.07
H 2.854 -7.172 0.817 0.06 -0.10 -0.39 0.05
O 2.572 3.277 -4.432 1.97 -1.96 0.59 -0.23
P 1.809 2.652 -3.331 -4.97 3.19 0.11 0.52
O 0.460 2.029 -4.011 0.86 -0.55 0.35 -0.19
C 0.496 1.406 -5.294 -0.16 -0.04 -0.55 -0.28
C 0.964 -0.034 -5.247 0.01 -0.01 0.19 -0.07
O 1.206 3.927 -2.527 0.37 -0.25 0.22 -0.21
C 1.606 5.258 -2.848 -0.02 0.25 -0.20 -0.29
C 0.705 5.866 -3.905 -0.23 0.01 0.02 -0.07
O 1.761 1.816 -1.960 1.79 -0.49 -0.75 -0.17
C 1.756 0.391 -1.894 0.10 -0.69 0.13 -0.27
C 3.091 -0.221 -2.273 0.10 0.11 0.07 -0.08
H 1.113 1.982 -5.986 0.09 0.09 0.16 0.11
H -0.525 1.438 -5.677 -0.03 0.09 0.12 0.12
H 1.973 -0.107 -4.837 0.01 -0.01 -0.09 0.06
H 0.974 -0.463 -6.250 0.01 0.06 -0.02 0.08
H 0.302 -0.644 -4.631 -0.01 0.01 0.00 0.08
H 2.650 5.284 -3.156 -0.02 -0.12 -0.12 0.10
H 1.534 5.839 -1.927 -0.06 -0.14 0.08 0.11
H 0.552 5.186 -4.743 0.21 -0.03 -0.03 0.07
H 1.129 6.797 -4.284 0.00 0.00 0.02 0.08
H -0.280 6.082 -3.488 0.01 0.02 0.01 0.07
H 0.929 -0.017 -2.475 0.07 0.20 -0.25 0.10
H 1.542 0.133 -0.856 -0.04 0.26 0.05 0.09
H 3.487 0.204 -3.199 -0.08 -0.07 -0.05 0.07
H 2.995 -1.300 -2.393 -0.01 0.00 -0.01 0.09
H 3.830 -0.027 -1.493 0.01 0.02 -0.02 0.07
O -3.290 0.688 4.741 0.63 3.91 -0.08 -0.23
P -2.562 0.586 3.440 -0.91 -8.42 -0.84 0.63
O -3.704 -0.342 2.651 -0.18 1.02 -0.44 -0.23
C -5.094 -0.045 2.732 -0.34 -0.26 0.22 -0.29
C -5.535 1.044 1.773 0.13 0.01 -0.06 -0.08
O -1.455 -0.551 3.839 0.61 0.80 0.21 -0.22
C -1.153 -0.839 5.204 -0.11 -0.12 0.25 -0.29
C -2.047 -1.937 5.747 -0.03 -0.20 -0.10 -0.07
O -1.724 0.678 2.031 0.17 2.80 0.81 -0.20
C -2.244 1.179 0.804 -0.10 0.30 -0.54 -0.27
C -2.440 2.683 0.810 0.20 0.03 0.11 -0.07
H -5.376 0.216 3.753 0.13 0.03 0.03 0.10
H -5.617 -0.971 2.484 0.10 -0.06 -0.01 0.12
H -5.007 1.980 1.971 -0.06 0.02 0.03 0.06
H -6.605 1.231 1.878 0.01 -0.01 0.06 0.08
H -5.346 0.761 0.737 -0.01 -0.01 -0.01 0.07
H -1.217 0.062 5.813 -0.15 0.01 -0.03 0.10
H -0.111 -1.166 5.235 0.01 0.03 -0.17 0.11
H -3.094 -1.760 5.505 0.01 0.19 0.07 0.07
H -1.947 -2.013 6.831 0.02 -0.01 0.00 0.08
H -1.778 -2.900 5.308 0.03 0.00 0.02 0.07
H -3.149 0.641 0.530 -0.10 0.01 0.29 0.10
H -1.503 0.925 0.043 0.15 -0.07 0.19 0.12
H -2.962 3.015 1.712 -0.13 -0.05 -0.06 0.06
H -3.010 2.998 -0.064 -0.02 0.00 0.02 0.09
H -1.477 3.194 0.789 0.00 0.00 0.01 0.08
```
Positions in Å, forces in eV/Å.


This record from OMol25 describes a structure of composition C13H35AlIO4S3. The level of theory is wB97M-V/def2-TZVPD.

Summary:
Lowest unoccupied orbital energy   2.23 eV
Total charge   -1

```
57
Properties=species:S:1:pos:R:3:forces:R:3:lowdin_charge:R:1
C -3.705 2.287 0.730 -0.05 -0.01 -0.04 -0.07
C -3.796 0.762 0.618 0.03 0.01 0.09 -0.29
O -2.958 0.205 -0.365 -0.10 -0.08 -0.15 -0.16
C -1.566 0.317 -0.069 -0.02 0.02 -0.09 -0.27
C -0.825 -0.872 -0.650 -0.01 0.07 0.10 -0.17
C 0.554 -1.089 -0.027 -0.05 -0.14 -0.22 -0.25
C 0.523 -1.554 1.424 -0.11 -0.05 0.02 -0.33
C 1.845 -1.372 2.170 -0.11 0.14 -0.06 -0.34
Al 2.604 0.454 2.544 0.31 -0.41 0.38 -0.10
I 1.202 2.391 1.389 -0.15 0.32 -0.03 0.19
H -4.538 2.773 0.224 0.00 0.05 -0.07 0.06
H -3.701 2.616 1.768 -0.03 0.01 0.05 0.07
H -2.781 2.642 0.277 0.08 0.02 0.03 0.06
H -4.807 0.461 0.341 -0.05 -0.01 0.03 0.11
H -3.572 0.299 1.588 0.06 0.02 0.03 0.11
H -1.174 1.249 -0.489 0.06 0.01 0.05 0.07
H -1.413 0.379 1.012 -0.07 -0.03 0.04 0.09
H -1.436 -1.768 -0.501 -0.06 -0.01 0.03 0.11
H -0.728 -0.729 -1.730 0.00 -0.08 -0.07 0.10
H 1.057 -1.852 -0.622 0.19 0.08 0.01 0.10
H 1.158 -0.186 -0.122 -0.03 0.05 0.00 0.03
H -0.266 -1.039 1.983 -0.02 0.10 -0.05 0.07
H 0.231 -2.614 1.409 -0.04 -0.01 0.11 0.09
H 1.712 -1.808 3.167 0.12 -0.07 0.04 0.02
H 2.617 -1.972 1.677 0.05 0.00 -0.03 0.05
H 4.128 0.642 2.034 -0.10 0.07 -0.13 -0.13
H 2.508 0.786 4.131 -0.09 0.08 -0.09 -0.14
C 3.582 1.529 -1.722 -0.08 -0.03 0.04 -0.26
S 2.740 0.276 -2.684 0.00 0.24 0.08 0.77
O 3.069 -1.016 -2.033 0.14 -0.36 -0.18 -0.54
C 3.764 0.417 -4.155 0.09 0.01 -0.03 -0.27
H 3.106 1.547 -0.741 0.04 0.05 -0.06 -0.04
H 4.628 1.241 -1.617 0.00 0.00 -0.04 0.06
H 3.471 2.492 -2.218 0.01 0.08 -0.02 0.05
H 4.803 0.233 -3.879 -0.01 -0.06 0.03 0.05
H 3.633 1.411 -4.581 -0.02 -0.08 0.03 0.02
H 3.424 -0.341 -4.858 0.01 -0.02 0.00 0.05
C -2.720 -3.823 3.517 -0.07 0.07 -0.01 -0.27
S -1.230 -3.052 4.167 0.10 -0.05 0.05 0.79
O -0.129 -4.004 3.895 0.09 -0.12 -0.05 -0.53
C -1.630 -3.288 5.907 -0.12 0.11 0.02 -0.27
H -2.626 -3.812 2.433 0.00 -0.01 -0.01 0.05
H -2.777 -4.848 3.882 0.02 -0.01 0.00 0.05
H -3.595 -3.246 3.818 -0.01 0.00 -0.02 0.05
H -1.752 -4.354 6.099 0.01 -0.01 -0.02 0.05
H -2.537 -2.736 6.158 0.01 0.00 0.02 0.05
H -0.790 -2.896 6.475 0.01 -0.01 0.01 0.05
C -0.344 2.253 -5.384 0.00 -0.03 -0.01 -0.27
S 0.676 3.457 -4.526 -0.26 0.14 -0.02 0.82
O 2.075 2.965 -4.638 0.11 0.02 0.08 -0.57
C 0.061 3.079 -2.883 0.15 -0.08 0.05 -0.27
H -0.090 2.305 -6.441 0.00 0.00 0.00 0.05
H -0.122 1.262 -4.989 0.00 0.00 0.01 0.06
H -1.395 2.504 -5.240 -0.01 -0.02 0.00 0.05
H 0.183 2.015 -2.672 0.01 0.01 -0.02 0.03
H -0.988 3.370 -2.843 -0.01 0.00 0.05 0.06
H 0.638 3.655 -2.161 -0.02 0.02 0.00 0.05
```
Positions in Å, forces in eV/Å.


What did we get for Kohn-Sham gap? Answer: 1.45, 8.82, 7.12 eV, in the order shown.
What did we get for calculated total energy? Answer: -31906.102, -97374.756, -69442.517 eV, in the order shown.
What did we get for highest occupied orbital energy? Answer: -16.135, -9.637, -4.890 eV, in the order shown.